DFT (ωB97M-V with the def2-TZVPD basis set) results for a structure of composition C17H23Cl3GeN8PSbSe4Ti at a distorted geometry.

Cartesian coordinates (Å):
Ti 0.48 1.35 -0.25
C -2.00 3.22 4.48
N -1.66 3.09 3.07
C -2.12 3.91 2.07
C -1.60 3.42 0.91
N -0.84 2.32 1.19
C -0.88 2.14 2.50
P -0.09 0.78 3.43
C 1.58 1.04 2.72
N 1.82 1.46 1.48
C 3.16 1.75 1.43
C 3.72 1.49 2.64
N 2.71 1.05 3.45
C 2.87 0.60 4.83
C -0.63 -0.49 2.25
N -0.46 -0.41 0.92
C -1.18 -1.45 0.40
C -1.75 -2.17 1.41
N -1.40 -1.55 2.57
C -1.77 -1.99 3.91
H -2.15 4.27 4.72
H -1.20 2.83 5.10
H -2.92 2.68 4.70
H -2.75 4.75 2.26
H -1.73 3.80 -0.09
H 3.64 2.13 0.54
H 4.74 1.60 2.97
H 3.79 0.03 4.91
H 2.04 -0.05 5.09
H 2.90 1.44 5.52
H -1.24 -1.63 -0.66
H -2.36 -3.06 1.38
H -2.74 -2.49 3.86
H -1.84 -1.14 4.58
H -1.04 -2.70 4.29
C -0.94 -5.69 -3.14
C -0.21 -4.71 -2.30
C 0.55 -4.84 -1.16
C 1.05 -3.56 -0.88
N 0.63 -2.68 -1.78
N -0.15 -3.40 -2.62
C 2.01 -3.20 0.21
H -0.23 -6.33 -3.67
H -1.56 -5.19 -3.88
H -1.58 -6.34 -2.54
H 0.73 -5.75 -0.61
H -0.48 -2.98 -3.47
H 1.89 -3.88 1.06
H 1.86 -2.18 0.55
H 3.04 -3.30 -0.15
Cl -1.24 0.99 -1.68
Ge 0.38 0.09 -3.21
Cl 0.87 2.04 -4.04
Cl 1.13 3.28 -0.91
Se 3.40 -2.97 -3.93
Sb 3.81 -0.97 -2.70
Se 5.52 0.67 -3.45
Se 6.02 -0.79 -1.56
Se 2.11 0.25 -1.27

Computed properties:
Electronic energy: -15593.6619 Eh
Max |F|: 0.065 hartree/bohr
E_HOMO: -13.264 eV
LUMO level: -7.576 eV
Charge: +2
ΔE to the lowest compared entry with this formula, charge and spin: 238.8 kJ/mol

---

DFT (ωB97M-V with the def2-TZVPD basis set) results for a structure of composition C16H22F5INO5PS at a distorted geometry.

Cartesian coordinates (Å):
C -1.16 0.53 3.04
C -2.29 -0.39 3.53
S -2.76 -1.71 2.36
C -2.62 -0.93 0.70
C -1.19 -0.82 0.18
C -0.31 -1.76 0.61
N 0.99 -1.75 0.25
C 1.50 -0.82 -0.58
C 2.96 -0.98 -0.90
C 3.42 -2.46 -0.99
C 3.81 -0.16 0.14
C 4.24 -0.95 1.40
C 0.66 0.17 -1.07
C 1.29 1.23 -1.96
P 1.51 2.78 -0.98
O 0.71 3.91 -1.42
O 3.08 3.15 -0.90
O 1.05 2.42 0.55
C -0.73 0.19 -0.72
C -1.62 1.22 -1.30
O -1.28 2.03 -2.11
O -2.98 1.24 -0.93
C -3.72 0.60 -1.88
F -3.03 -0.56 -2.21
F -3.88 1.33 -2.98
C -5.23 0.40 -1.27
F -5.38 -0.79 -0.68
F -6.13 0.62 -2.21
F -5.40 1.39 -0.37
H -1.45 1.11 2.16
H -0.25 -0.02 2.77
H -0.91 1.24 3.82
H -3.15 0.25 3.74
H -1.95 -0.87 4.45
H -3.17 -1.61 0.04
H -3.12 0.02 0.82
H -0.60 -2.57 1.27
H 1.58 -2.47 0.64
H 3.25 -0.57 -1.87
H 3.33 -2.99 -0.05
H 2.75 -2.95 -1.70
H 4.42 -2.49 -1.42
H 4.67 0.27 -0.38
H 3.20 0.70 0.44
H 4.27 -0.28 2.25
H 5.20 -1.42 1.21
H 3.48 -1.70 1.63
H 2.29 0.99 -2.31
H 0.68 1.45 -2.84
H 3.13 3.98 -0.40
H 1.67 2.78 1.19
I -4.83 -1.99 -2.77

Computed properties:
Electronic energy: -2590.3512 Eh
Max |F|: 0.125 hartree/bohr
E_HOMO: -5.593 eV
LUMO level: -2.460 eV
Charge: 0

---

DFT (ωB97M-V with the def2-TZVPD basis set) results for an isolated molecule of C5H10O2.

Cartesian coordinates (Å):
C -2.29 -0.65 -0.44
C -1.24 0.45 -0.56
C -0.07 0.22 0.38
C 1.19 1.08 0.20
C 1.90 -0.26 0.06
O 2.64 -0.55 1.21
O 0.67 -0.97 0.02
H -3.10 -0.50 -1.16
H -1.83 -1.63 -0.63
H -2.73 -0.67 0.56
H -0.85 0.50 -1.58
H -1.67 1.43 -0.33
H -0.42 0.15 1.42
H 1.51 1.67 1.06
H 1.18 1.69 -0.71
H 2.49 -0.45 -0.85
H 2.60 -1.51 1.34

Computed properties:
Electronic energy: -346.9645 Eh
Max |F|: 0.007 hartree/bohr
E_HOMO: -10.139 eV
LUMO level: 1.040 eV
Charge: 0
ΔE to the lowest compared entry with this formula, charge and spin: 160.0 kJ/mol
SMILES: CC[C@@H]1C[C@@H](O)O1

---

DFT (ωB97M-V with the def2-TZVPD basis set) results for a structure of composition C23H12Br4ClN6O4RuS at a distorted geometry.

Cartesian coordinates (Å):
Ru 0.68 0.13 -0.13
Br 0.29 7.04 -0.04
C 0.80 5.26 0.26
C 1.94 4.98 1.07
Br 2.92 6.38 1.84
C 2.32 3.68 1.30
Br 3.79 3.22 2.37
C 1.61 2.62 0.71
O 1.92 1.39 0.84
C 0.44 2.91 -0.11
O -0.18 1.89 -0.62
C 0.06 4.24 -0.31
Br -1.45 4.56 -1.38
S -6.03 -2.67 1.35
N -5.14 -2.73 0.00
C -4.01 -2.10 0.25
C -2.94 -1.90 -0.69
C -2.95 -2.32 -2.00
C -1.84 -2.03 -2.84
C -0.78 -1.33 -2.33
N -0.73 -0.91 -1.05
C -1.81 -1.19 -0.21
C -1.73 -0.71 1.10
N -0.57 -0.04 1.44
C -0.40 0.39 2.70
C -1.37 0.24 3.66
C -2.59 -0.38 3.33
C -2.77 -0.88 2.06
C -3.94 -1.58 1.59
N -5.02 -1.84 2.30
H -3.81 -2.86 -2.39
H -1.81 -2.35 -3.87
H 0.06 -1.08 -2.96
H 0.55 0.84 2.93
H -1.19 0.61 4.66
H -3.38 -0.49 4.06
N 2.50 -0.89 -2.29
C 3.31 -0.58 -3.31
C 3.25 0.79 -3.49
C 2.37 1.24 -2.52
N 1.92 0.22 -1.80
H 2.21 -1.81 -1.94
H 3.87 -1.33 -3.84
H 3.77 1.38 -4.23
H 2.03 2.25 -2.33
Cl 1.00 -3.82 2.58
C 2.26 -3.62 1.34
C 1.77 -2.62 0.31
O 1.53 -2.99 -0.84
O 1.67 -1.41 0.75
H 2.46 -4.57 0.88
H 3.15 -3.22 1.83

Computed properties:
Electronic energy: -12762.3016 Eh
Max |F|: 0.074 hartree/bohr
E_HOMO (spin up / spin down): -9.357 / -11.237 eV
LUMO level (spin up / spin down): -4.305 / -5.176 eV
Spin multiplicity: 5
Charge: +1
<S²>: 6.0312
ΔE to the lowest compared entry with this formula, charge and spin: 51.2 kJ/mol

---

DFT (ωB97M-V with the def2-TZVPD basis set) results for a cluster of 5 separate species, C5H20O5 in total at a distorted geometry.

Cartesian coordinates (Å):
C -0.21 2.34 -2.27
O 0.72 1.80 -1.34
H -0.49 1.57 -2.99
H -1.15 2.65 -1.78
H 0.25 3.17 -2.78
H 0.31 1.06 -0.85
C -1.53 -3.24 1.32
O -0.80 -2.96 0.11
H -1.72 -4.32 1.37
H -1.04 -2.86 2.22
H -2.52 -2.80 1.20
H 0.06 -3.39 0.21
C 3.92 2.49 1.10
O 3.89 1.08 1.07
H 4.72 2.84 1.77
H 4.41 2.86 0.17
H 2.99 3.03 1.25
H 3.16 0.82 0.50
C -2.70 -0.85 -1.91
O -2.82 -2.26 -1.94
H -1.68 -0.53 -1.71
H -3.18 -0.39 -2.77
H -3.23 -0.44 -1.03
H -2.26 -2.55 -1.20
C 0.15 0.39 1.95
O 0.07 -0.17 0.65
H 1.19 0.67 2.18
H -0.36 1.35 1.97
H -0.17 -0.24 2.78
H 0.01 -1.13 0.74

Computed properties:
Electronic energy: -578.5954 Eh
Max |F|: 0.048 hartree/bohr
E_HOMO: -9.907 eV
LUMO level: 0.256 eV
Charge: 0
ΔE to the lowest compared entry with this formula, charge and spin: 187.2 kJ/mol
SMILES: CO.CO.CO.CO.CO

---

DFT (ωB97M-V with the def2-TZVPD basis set) results for a cluster of 6 separate species, C8H30N2O6 in total at a distorted geometry.

Cartesian coordinates (Å):
C 7.66 13.95 8.96
O 7.67 12.74 8.26
C 7.87 11.66 9.10
C 8.05 10.39 8.27
C 6.83 10.04 7.43
N 8.50 9.22 9.04
H 7.90 14.81 8.35
H 8.30 13.93 9.89
H 6.68 14.11 9.37
H 8.81 11.82 9.76
H 7.05 11.44 9.85
H 8.89 10.61 7.56
H 6.83 9.00 7.09
H 6.67 10.66 6.58
H 6.04 10.17 8.20
H 7.74 8.73 9.60
H 9.27 9.47 9.61
C 13.26 6.99 5.69
O 12.44 8.12 5.48
C 13.15 9.32 5.39
C 12.15 10.46 5.36
C 12.83 11.87 5.39
N 11.24 10.32 6.48
H 14.06 7.08 6.43
H 13.78 6.70 4.76
H 12.57 6.24 5.97
H 13.87 9.45 6.23
H 13.80 9.40 4.48
H 11.56 10.28 4.48
H 13.50 12.02 4.50
H 13.48 12.08 6.31
H 12.11 12.68 5.27
H 10.30 10.08 6.20
H 11.20 11.26 6.88
O 10.09 7.51 7.19
H 9.63 8.15 7.78
H 10.69 8.09 6.67
O 13.61 10.22 9.18
H 12.97 10.47 8.51
H 13.36 9.32 9.48
O 8.25 5.71 5.59
H 8.23 5.04 6.29
H 8.90 6.39 5.82
O 12.52 5.67 8.59
H 11.89 6.24 8.13
H 12.05 5.03 9.10

Computed properties:
Electronic energy: -883.6954 Eh
Max |F|: 0.050 hartree/bohr
E_HOMO: -9.878 eV
LUMO level: 0.509 eV
Charge: 0
ΔE to the lowest compared entry with this formula, charge and spin: 66.1 kJ/mol
SMILES: COC[C@H](C)N.COC[C@H](C)N.O.O.O.O

---

DFT (ωB97M-V with the def2-TZVPD basis set) results for an isolated molecule of C20H25ClN2O2.

Cartesian coordinates (Å):
C 2.57 2.22 2.72
C 2.89 2.69 1.31
O 2.24 1.94 0.30
C 2.73 0.65 0.15
C 2.09 -0.38 0.82
C 2.56 -1.69 0.75
C 1.79 -2.81 1.40
N 0.72 -3.29 0.53
C -0.38 -2.47 0.27
C -1.05 -1.79 1.28
C -2.18 -1.04 1.01
C -2.69 -0.94 -0.29
N -3.82 -0.21 -0.55
C -4.36 0.77 0.36
C -5.23 1.68 -0.51
C -5.66 0.75 -1.64
C -4.40 -0.08 -1.87
C -2.02 -1.64 -1.30
C -0.89 -2.38 -1.02
C 3.69 -1.95 -0.01
C 4.31 -0.93 -0.70
Cl 5.70 -1.27 -1.66
C 3.84 0.39 -0.66
O 4.53 1.29 -1.41
C 3.86 2.42 -1.93
H 2.95 1.21 2.89
H 1.49 2.22 2.88
H 3.03 2.89 3.44
H 3.98 2.68 1.16
H 2.53 3.72 1.17
H 1.22 -0.14 1.40
H 2.45 -3.66 1.61
H 1.35 -2.48 2.34
H 1.11 -3.66 -0.33
H -0.71 -1.85 2.30
H -2.68 -0.54 1.82
H -4.97 0.28 1.14
H -3.56 1.33 0.86
H -4.62 2.50 -0.91
H -6.07 2.10 0.04
H -6.47 0.11 -1.30
H -5.97 1.28 -2.53
H -3.71 0.44 -2.56
H -4.62 -1.07 -2.29
H -2.38 -1.60 -2.32
H -0.40 -2.91 -1.82
H 4.09 -2.95 -0.07
H 4.42 2.72 -2.81
H 2.83 2.18 -2.21
H 3.85 3.25 -1.21

Computed properties:
Electronic energy: -1497.2656 Eh
Max |F|: 0.012 hartree/bohr
E_HOMO: -6.774 eV
LUMO level: 0.728 eV
Charge: 0
ΔE to the lowest compared entry with this formula, charge and spin: 185.6 kJ/mol
SMILES: CCOc1cc(CNc2ccc(N3CCCC3)cc2)cc(Cl)c1OC

---

DFT (ωB97M-V with the def2-TZVPD basis set) results for a structure of composition C28H84O28 at a distorted geometry.

Cartesian coordinates (Å):
C -1.01 -0.21 -5.46
C 0.00 0.92 -5.65
O 1.05 0.89 -4.70
O -0.29 -1.42 -5.35
H -1.78 -0.32 -6.23
H -1.71 0.01 -4.64
H -0.43 1.92 -5.66
H 0.45 0.80 -6.64
H 1.70 0.26 -5.03
H -0.82 -2.14 -5.69
C 2.96 -1.49 4.49
C 3.88 -0.53 5.20
O 4.63 -1.16 6.24
O 2.41 -0.87 3.35
H 2.16 -1.90 5.12
H 3.50 -2.37 4.14
H 3.42 0.40 5.57
H 4.62 -0.12 4.50
H 5.28 -0.54 6.56
H 1.72 -0.14 3.58
C 4.49 -3.19 -1.27
C 3.87 -3.66 0.07
O 2.60 -3.09 0.21
O 5.09 -1.88 -1.11
H 3.65 -2.86 -1.88
H 5.29 -3.78 -1.71
H 4.53 -3.28 0.85
H 3.86 -4.75 0.07
H 2.69 -2.49 0.96
H 4.77 -1.27 -1.78
C 3.63 2.35 0.00
C 3.17 1.20 0.91
O 3.29 -0.05 0.23
O 3.82 3.60 0.67
H 3.00 2.40 -0.89
H 4.55 2.07 -0.52
H 2.13 1.32 1.22
H 3.74 1.20 1.84
H 4.14 -0.39 0.53
H 4.73 3.83 0.48
C 1.54 -4.82 3.98
C 0.75 -3.69 3.27
O -0.06 -4.29 2.28
O 0.69 -5.75 4.59
H 2.01 -4.38 4.87
H 2.36 -5.29 3.43
H 1.36 -2.96 2.72
H 0.10 -3.21 4.00
H -0.75 -3.65 2.09
H 0.02 -6.14 4.03
C -3.81 4.24 0.65
C -2.69 3.25 0.66
O -1.40 3.81 0.96
O -4.06 4.68 -0.70
H -3.61 5.12 1.27
H -4.78 3.80 0.89
H -2.62 2.65 -0.25
H -2.86 2.51 1.45
H -1.03 4.34 0.24
H -4.44 3.96 -1.21
C 2.08 5.61 -3.27
C 2.02 4.21 -3.90
O 1.71 3.25 -2.84
O 2.50 5.60 -1.91
H 1.16 6.18 -3.40
H 2.83 6.15 -3.85
H 2.98 4.01 -4.37
H 1.21 4.04 -4.61
H 1.78 2.40 -3.29
H 2.35 4.69 -1.63
C -4.36 -2.39 1.52
C -4.59 -2.66 3.01
O -3.55 -3.34 3.63
O -3.29 -1.45 1.37
H -5.21 -1.79 1.19
H -4.02 -3.27 0.97
H -5.39 -3.40 3.00
H -4.97 -1.75 3.50
H -2.77 -2.77 3.73
H -3.41 -0.83 0.65
C -0.36 -0.77 -0.36
C -0.24 0.17 -1.55
O -0.85 1.43 -1.32
O 0.21 -0.10 0.78
H 0.24 -1.63 -0.62
H -1.38 -0.99 -0.04
H -0.65 -0.28 -2.46
H 0.83 0.26 -1.73
H -0.68 1.65 -0.39
H 0.77 -0.73 1.25
C 1.01 -5.03 -3.15
C 0.40 -3.83 -2.44
O -0.29 -4.20 -1.23
O 0.12 -6.12 -3.34
H 1.92 -5.35 -2.62
H 1.43 -4.68 -4.10
H -0.43 -3.36 -2.96
H 1.19 -3.11 -2.21
H 0.31 -4.67 -0.63
H -0.31 -6.20 -2.49
C -1.39 4.02 -3.14
C -1.89 5.30 -3.77
O -2.66 6.07 -2.87
O -2.38 3.01 -2.90
H -0.88 4.17 -2.18
H -0.69 3.50 -3.80
H -2.40 5.01 -4.69
H -1.00 5.90 -4.00
H -2.91 5.48 -2.14
H -1.80 2.39 -2.42
C 0.95 2.00 2.17
C 2.06 1.47 3.11
O 1.49 0.78 4.23
O -0.03 2.66 2.94
H 0.52 1.23 1.50
H 1.49 2.70 1.52
H 2.56 2.32 3.58
H 2.74 0.84 2.53
H 0.72 1.29 4.51
H -0.59 3.19 2.34
C -4.23 0.10 -2.55
C -5.00 -0.24 -3.80
O -4.29 -0.89 -4.85
O -4.14 -0.99 -1.62
H -4.70 0.90 -1.99
H -3.25 0.36 -2.94
H -5.43 0.68 -4.22
H -5.84 -0.86 -3.47
H -4.88 -1.04 -5.59
H -3.80 -1.82 -1.97
C -2.12 -0.72 5.46
C -1.31 -0.37 4.20
O -1.33 -1.46 3.28
O -1.50 -1.77 6.21
H -3.17 -0.94 5.30
H -2.13 0.25 5.97
H -0.26 -0.13 4.40
H -1.74 0.48 3.67
H -1.96 -1.26 2.56
H -0.66 -1.98 5.80

Computed properties:
Electronic energy: -3223.4727 Eh
Max |F|: 0.100 hartree/bohr
E_HOMO: -9.246 eV
LUMO level: -0.013 eV
Charge: 0
ΔE to the lowest compared entry with this formula, charge and spin: 795.3 kJ/mol

---

DFT (ωB97M-V with the def2-TZVPD basis set) results for a structure of composition C12H18F3O7V at a distorted geometry.

Cartesian coordinates (Å):
O -0.83 2.01 -0.92
V 0.50 1.33 -0.27
F 1.00 3.24 0.74
F 1.65 1.46 -2.06
F -0.39 1.03 1.72
O -0.19 -0.73 -0.75
C -0.42 -1.92 -0.60
O -1.22 -2.41 0.39
C -1.24 -3.83 0.38
C -0.10 -4.27 -0.50
C 0.10 -3.11 -1.44
H -2.19 -4.15 -0.05
H -1.19 -4.26 1.38
H -0.20 -5.25 -0.97
H 0.73 -4.42 0.20
H -0.59 -3.20 -2.28
H 1.15 -2.96 -1.69
O 2.36 0.05 0.49
C 3.07 -0.89 0.80
O 2.54 -1.77 1.63
C 3.41 -2.91 1.69
C 4.73 -2.39 1.16
C 4.40 -1.26 0.24
H 3.04 -3.68 1.02
H 3.55 -3.33 2.69
H 5.33 -3.20 0.75
H 5.38 -2.02 1.96
H 4.30 -1.65 -0.77
H 5.14 -0.46 0.17
O -6.11 3.94 -0.97
C -4.98 4.32 -0.70
O -4.84 5.19 0.24
C -3.44 5.28 0.63
C -2.74 4.74 -0.57
C -3.69 3.82 -1.24
H -3.37 4.73 1.56
H -3.16 6.33 0.72
H -1.77 4.37 -0.23
H -2.48 5.52 -1.28
H -3.51 2.78 -0.97
H -3.72 3.96 -2.32

Computed properties:
Electronic energy: -2238.4585 Eh
Max |F|: 0.121 hartree/bohr
E_HOMO (spin up / spin down): -5.274 / -5.401 eV
LUMO level (spin up / spin down): 1.982 / 1.982 eV
Spin multiplicity: 2
Charge: -1
<S²>: 0.7962
ΔE to the lowest compared entry with this formula, charge and spin: 198.8 kJ/mol